(1)
113
Properties=species:S:1:pos:R:3:forces:R:3 method="wB97M-V/def2-TZVPD" charge=-1 gap_ev=3.22 total_energy_ha=-3806.2960 lumo_ev=-2.0
Tl -0.525245 0.434855 -0.278660 0.271 -0.045 0.305
N -2.922198 3.937471 -0.401174 -1.621 -0.006 1.244
O -2.137492 3.047429 -0.256728 3.079 -3.533 1.401
O -2.871697 4.505303 -1.435001 -0.558 2.980 -3.447
O -3.757141 4.193804 0.477419 -0.821 0.491 0.851
O 1.232835 -0.709149 1.463394 -0.131 -0.433 -0.178
H 1.916266 -0.478003 2.122196 -0.512 0.420 -0.701
O 2.465374 3.728582 -2.405538 4.032 2.420 -1.220
C 1.290151 3.542168 -1.985414 -3.326 -1.237 -4.354
O 1.183980 2.801876 -1.053975 -1.016 -3.208 6.401
O 0.332649 3.689166 -2.737634 -1.452 1.789 -0.837
H 2.959346 3.384629 -1.657688 1.603 -0.308 0.170
O -3.416940 0.144268 -4.108163 -0.929 -0.965 -0.802
C -2.388538 0.248533 -3.256365 -0.328 1.291 0.410
O -2.055077 1.298817 -2.763725 -0.232 3.498 0.641
O -1.757843 -0.735917 -2.930998 1.520 -4.223 0.202
H -3.978251 0.919420 -4.032903 0.333 0.421 0.029
C -0.060537 4.732407 2.091630 -0.014 2.680 -1.326
O 0.451506 4.144015 3.243529 0.116 -2.513 1.475
C 0.567542 2.812927 3.236676 -1.079 -3.441 -1.535
O 0.119719 2.013049 2.370302 1.791 3.115 3.246
O 1.247558 2.410599 4.387962 -0.059 1.634 -1.148
C 1.356606 1.051621 4.704735 -1.518 -1.902 0.021
H 0.800528 4.882609 1.440397 -0.335 -0.049 -0.476
H -0.385577 5.712564 2.440547 0.311 0.257 0.018
H -0.943685 4.430581 1.528570 0.244 -1.508 0.445
H 2.011904 0.768067 5.528307 0.692 1.156 -0.180
H 1.530976 0.353881 3.885670 0.274 0.630 -0.476
H 0.406799 0.689961 5.098656 -0.525 0.159 -0.070
C -2.102647 -1.916911 4.022886 2.619 -0.859 -1.989
O -2.719871 -0.676258 4.155299 -0.652 -2.113 3.422
C -2.671915 0.196639 3.229233 -1.283 2.041 -4.901
O -2.169030 0.073252 2.092415 -0.950 0.844 3.705
O -3.550241 1.166456 3.683283 1.398 -0.138 0.477
C -3.925606 2.311820 2.888624 1.028 -1.204 -0.910
H -2.432207 -2.509781 3.169654 -0.635 0.318 -0.143
H -1.998916 -2.618797 4.850336 -0.984 0.940 0.799
H -1.069183 -1.695964 3.755987 0.172 -0.128 -0.128
H -4.372495 1.814161 2.027971 -0.468 1.014 -0.242
H -3.059676 2.880608 2.549860 -0.004 -0.146 -0.022
H -4.565131 2.966982 3.480121 -0.139 -0.484 -0.057
C 1.414917 -2.472588 4.063087 1.025 1.459 -2.096
O 1.498851 -3.591302 4.842822 -0.175 -2.568 2.631
C 2.033866 -4.729899 4.429770 1.028 -1.587 -3.023
O 2.400517 -5.004366 3.254978 -1.038 1.013 3.751
O 2.101686 -5.611662 5.478629 0.270 0.078 -0.387
C 2.806056 -6.889201 5.250345 -0.101 0.976 -0.724
H 1.081751 -1.598744 4.622988 -0.437 -0.598 0.320
H 0.810793 -2.632641 3.170049 0.065 0.225 -0.008
H 2.434271 -2.221378 3.770013 0.027 0.123 -0.542
H 3.729020 -6.665331 4.715442 -0.123 -0.133 -0.121
H 2.189153 -7.574046 4.668537 -0.034 0.232 -0.095
H 3.070652 -7.383665 6.185001 -0.401 0.630 0.265
C 3.563633 1.663074 1.449105 -1.173 -1.376 -0.749
O 4.931343 1.791537 1.120007 0.911 0.435 0.997
C 5.310004 2.427249 0.047306 -2.717 0.514 -3.322
O 4.633646 2.639009 -0.997354 1.486 -0.394 2.984
O 6.547806 2.804783 0.185898 1.580 0.526 1.396
C 7.006618 3.863636 -0.634936 -0.387 -0.405 -1.898
H 3.007112 2.589600 1.590289 0.419 0.195 -0.219
H 3.503068 1.061382 2.355963 0.291 0.233 0.022
H 3.115508 1.059027 0.660167 -0.505 0.243 0.094
H 6.816460 3.503858 -1.646114 0.263 0.412 -0.316
H 8.076876 4.040011 -0.527512 -0.247 -0.261 0.527
H 6.423636 4.779164 -0.534700 0.028 -0.072 0.452
C 0.318639 -3.387051 -3.596929 -0.463 0.469 0.976
O 1.370810 -2.493753 -4.062015 -0.226 -0.583 0.235
C 1.809588 -1.480755 -3.287730 0.205 0.614 1.437
O 1.424865 -1.177233 -2.161784 0.615 -0.518 -2.142
O 2.832987 -0.898270 -3.974437 -0.574 -1.046 0.112
C 3.396413 0.373247 -3.589899 -1.416 -0.184 0.322
H -0.668419 -2.986754 -3.828383 0.174 0.279 -0.197
H 0.316448 -3.535797 -2.517129 0.359 0.531 0.127
H 0.385313 -4.405275 -3.980178 0.691 0.383 -0.714
H 2.676541 1.097621 -3.970893 0.437 0.458 -0.084
H 4.375228 0.442048 -4.064554 -0.238 -0.017 0.122
H 3.418328 0.496919 -2.507153 0.269 -0.180 -0.011
C 0.133642 -0.102657 -6.049922 -2.161 -2.258 0.338
O 0.943360 0.783041 -6.617449 4.056 4.095 -2.132
C 0.837736 2.076878 -6.304875 -1.416 1.399 2.968
O -0.081889 2.515401 -5.584347 2.814 -0.640 -2.628
O 1.972688 2.734167 -6.732812 -0.122 -0.709 -0.349
C 2.204835 4.121839 -6.383748 -2.156 0.032 0.519
H -0.065448 0.130277 -5.003889 -0.256 -0.282 -0.002
H 0.663494 -1.038823 -6.225842 -0.374 -0.305 0.613
H -0.748184 -0.094695 -6.690559 -0.785 -0.453 0.700
H 1.612019 4.751006 -7.047682 -0.144 -0.023 -0.070
H 3.220204 4.512387 -6.451572 0.255 -1.178 -0.059
H 1.796080 4.242862 -5.380577 0.231 0.297 0.114
C 0.822801 -4.166816 0.169481 1.333 0.786 2.002
O -0.501057 -4.598770 0.059316 -1.731 0.364 -0.719
C -1.479138 -3.665034 0.111934 1.411 2.375 -0.466
O -1.335126 -2.442956 0.168014 -0.330 -3.152 0.067
O -2.667564 -4.242837 0.028664 -0.523 1.541 0.344
C -2.850448 -5.593567 0.020098 -1.294 -3.109 -0.563
H 0.953695 -3.099796 0.349585 -0.471 0.383 -0.801
H 1.472160 -4.516131 -0.633277 -0.326 -0.182 0.100
H 1.087759 -4.518020 1.166750 0.906 -0.645 -0.295
H -2.399410 -6.173097 -0.785387 0.758 0.524 -0.139
H -3.901607 -5.809863 -0.170612 -0.333 0.672 -0.006
H -2.696492 -6.179003 0.926555 0.708 0.658 0.491
C -5.454367 1.660820 -1.185791 1.517 0.924 -0.669
O -5.593024 0.691736 -0.182341 -2.054 -0.087 -0.313
C -4.658619 -0.143882 0.188881 2.516 0.394 1.074
O -3.499990 -0.242142 -0.173148 -2.383 0.048 -0.329
O -5.074357 -0.735525 1.327967 0.344 -1.201 0.654
C -6.436369 -1.081939 1.638360 0.329 0.865 -0.723
H -5.628013 2.638284 -0.735799 -0.083 -0.073 0.039
H -6.107565 1.534207 -2.049157 -0.246 -0.471 0.292
H -4.418908 1.645529 -1.525927 0.138 0.118 -0.187
H -6.947629 -0.323453 2.231148 0.370 0.267 0.179
H -6.384350 -1.997989 2.226777 -0.152 -0.070 -0.423
H -6.991506 -1.111639 0.700793 -0.148 -0.665 0.135

(2)
40
Properties=species:S:1:pos:R:3:forces:R:3 method="wB97M-V/def2-TZVPD" charge=+1 gap_ev="5.60 / 5.60" total_energy_ha=-2462.0897 lumo_ev="-6.3 / -6.3"
Pt -1.012389 -2.533919 -0.601649 -0.268 0.936 0.886
S -4.448865 -4.512856 1.426562 0.606 0.677 -0.311
C -3.329986 -3.573745 0.718807 -1.385 -0.955 0.815
S -3.174687 -3.290252 -0.989571 1.540 0.027 0.088
S -2.115937 -2.696535 1.569023 0.974 -0.057 -1.670
C -2.495089 3.032043 -0.430122 0.100 -0.041 0.018
C -1.135010 3.613179 -0.043424 -0.063 0.266 -0.002
C -1.287108 4.339202 1.305443 0.005 -0.139 -0.095
C -0.709375 4.624664 -1.123281 -0.037 -0.138 0.066
C -0.060677 2.543501 0.079909 0.049 -0.102 0.011
C 1.241055 2.917631 0.478703 -0.004 -0.068 -0.042
C 2.267621 2.010497 0.609317 0.073 0.056 0.008
C 2.000669 0.672294 0.339560 -0.324 -0.147 -0.116
S 3.058871 -0.698448 0.407406 -0.377 -0.297 -0.122
C 1.745920 -1.717760 -0.070677 0.889 0.741 0.288
N 0.623628 -1.080711 -0.279570 -0.665 -1.824 -0.137
C 0.716789 0.276179 -0.054435 0.051 0.553 0.096
C -0.308563 1.210580 -0.190398 -0.074 -0.078 -0.011
C 1.805192 -3.151805 -0.216031 0.041 -0.293 -0.059
C 2.945837 -3.920916 0.000109 -0.141 0.183 -0.081
C 2.878594 -5.297185 -0.127022 -0.022 -0.200 -0.049
C 1.687613 -5.912823 -0.490729 0.200 0.192 -0.006
C 0.544933 -5.151756 -0.717181 -0.531 -0.129 -0.178
C 0.611539 -3.785265 -0.575009 -0.541 0.600 0.460
H -3.224769 3.838279 -0.498066 -0.007 -0.003 0.000
H -2.851367 2.322833 0.320199 -0.034 -0.011 -0.025
H -2.459634 2.536079 -1.402268 -0.029 -0.005 -0.002
H -2.071868 5.092276 1.228391 0.005 0.009 0.020
H -0.367831 4.841390 1.604412 0.006 0.018 0.013
H -1.561362 3.631162 2.089602 -0.018 0.042 0.031
H -1.484213 5.383092 -1.240178 0.019 0.018 -0.010
H -0.567895 4.123202 -2.082258 -0.003 0.041 -0.022
H 0.220521 5.128192 -0.859482 0.008 0.016 -0.012
H 1.450628 3.957994 0.683726 -0.007 0.013 0.018
H 3.255340 2.328616 0.914677 -0.010 0.020 -0.008
H -1.282729 0.865630 -0.510654 -0.023 0.056 0.032
H 3.874190 -3.434584 0.272258 0.027 -0.041 0.023
H 3.758009 -5.899266 0.056389 0.002 0.023 0.003
H 1.636571 -6.987956 -0.589732 -0.001 -0.005 -0.032
H -0.374165 -5.642732 -1.012756 -0.032 0.046 0.116